(1)
Entry from the OMol25 dataset: a cluster of 5 separate species, C5H20N2O5 in total at a distorted geometry (the ωB97M-V functional and the def2-TZVPD basis).

Geometry as XYZ:
```
32
Properties=species:S:1:pos:R:3
H 0.55158 -2.28218 2.28087
O 0.17096 -0.48519 -3.78535
C 1.25443 1.55878 -0.62071
H 2.31106 -1.12809 0.32716
H 3.28662 1.26349 -0.81411
H 3.85456 -0.63646 0.31178
H -1.20893 2.59549 -0.92513
H -1.11866 1.16995 -1.85113
O -0.21615 -2.60077 1.96066
N 2.42001 0.84425 -0.37962
H -1.55550 0.56251 3.06656
O -0.69540 -2.10236 -0.65499
N -1.22461 1.56878 -0.91949
C -0.11691 1.10091 -0.04599
C -1.14280 0.37622 2.09809
H 0.14678 -0.88188 -2.92135
H -0.08202 -2.45036 1.09515
H 2.69741 0.07172 1.64327
H 0.66874 1.59940 2.01333
H -0.12385 0.05890 -0.13233
H 0.90063 0.11462 -3.82651
H -0.89517 2.46705 1.70748
O -2.77049 -0.77011 -0.63620
H -0.58672 -2.72187 -1.26776
C -0.27345 1.48202 1.48395
O 1.46821 2.47038 -1.42194
C 2.83649 -0.19055 0.55567
H -1.50052 -1.60987 -0.69467
H -3.66162 -0.95106 -0.56494
H -2.46686 0.01603 -0.91809
H -2.12247 0.13358 1.70617
H -0.80534 -0.64335 2.13015
```

largest force on an atom = 0.109 Eh/bohr
E_LUMO = 0.502 eV
SMILES = CC[C@@H](N)C(=O)NC.O.O.O.O
HOMO energy = -9.595 eV
spin multiplicity = 1
HOMO-LUMO gap = 10.10 eV

(2)
Entry from the OMol25 dataset: the ion CH2NO3S with charge -1 at a distorted geometry (the ωB97M-V functional and the def2-TZVPD basis).

Geometry as XYZ:
```
8
Properties=species:S:1:pos:R:3
S -1.51429 -0.37514 0.42593
O -0.88204 -1.61167 0.96261
H 1.00181 -0.83848 -0.64820
O -1.67044 -0.47303 -1.02129
C 0.01416 0.75142 0.39079
O 0.13255 1.95448 0.65210
H 1.89990 0.50398 -0.51961
N 1.01835 0.08846 -0.24232
```

largest force on an atom = 0.037 Eh/bohr
E_LUMO = 4.186 eV
SMILES = NC([O-])=S(=O)=O
HOMO energy = -3.405 eV
spin multiplicity = 1
HOMO-LUMO gap = 7.59 eV
charge = -1

(3)
Entry from the OMol25 dataset: a cluster of 6 separate species, H12O6 in total at a distorted geometry (the ωB97M-V functional and the def2-TZVPD basis).

Geometry as XYZ:
```
18
Properties=species:S:1:pos:R:3
H 1.68183 0.91419 1.63310
O 2.42521 -0.93575 -0.67158
O -2.12198 -1.35870 0.56606
H -0.02591 3.05795 -0.94015
H 3.04219 -1.62732 -0.24212
H -3.03375 1.39174 -0.32575
O -0.15211 2.59920 -0.13107
H -1.48152 1.51263 -0.39088
H -0.46319 -2.81780 -0.88117
H -0.63845 -2.13227 0.50966
O -2.28681 0.91490 -0.52591
H -2.06642 -0.57694 -0.01904
H 0.62439 2.16547 0.18194
O 2.08167 1.27323 0.73069
H 2.42536 0.43721 0.19653
O 0.10972 -2.51396 -0.04233
H 1.47381 -1.33023 -0.53763
H -1.98386 -0.82604 1.40873
```

largest force on an atom = 0.075 Eh/bohr
E_LUMO = 0.486 eV
SMILES = O.O.O.O.O.O
HOMO energy = -11.130 eV
spin multiplicity = 1
HOMO-LUMO gap = 11.62 eV

(4)
Entry from the OMol25 dataset: a structure of composition C26H48BaCl3N6O3Si at a distorted geometry (the ωB97M-V functional and the def2-TZVPD basis).

Geometry as XYZ:
```
88
Properties=species:S:1:pos:R:3
H 3.74893 -3.39011 -2.91806
H 0.56480 -5.67932 -4.39468
C 1.44195 -1.38546 2.88582
H 1.81761 3.63043 -3.92184
C -2.12639 -5.26640 1.40984
H -1.64370 5.51215 -3.00281
H -3.04429 -5.65338 1.84256
C 0.28778 -5.12193 1.36916
C -0.90913 -1.82284 2.79902
N -0.91639 -2.22059 4.22486
N 0.13081 -0.80796 2.51336
C -1.05017 6.11364 1.34564
C -1.14920 -1.01765 5.06091
H 1.20777 -0.82057 6.18591
H 1.96554 0.21850 4.91972
Cl 0.77756 1.73140 -2.82187
C 0.42075 -2.74616 4.57867
Si -0.50555 4.14122 -4.76617
C 1.00115 5.35669 2.51570
H 1.79758 4.44904 -5.52555
H -0.83656 -6.25214 2.83200
C 3.20070 -3.37352 -1.96948
C 2.91682 -1.58045 -0.36915
H -2.14602 -0.61585 4.83801
N 2.85979 -2.00312 -1.64033
H 1.59099 6.16931 2.07483
H -2.78922 4.42504 -3.86542
H 0.62190 -3.65316 3.98959
H -1.14989 -6.10491 -4.33187
H -0.64718 -4.58090 -5.10222
H -2.11310 -2.31098 -1.23860
N 1.48815 -1.75189 4.31871
C -0.25748 3.82264 1.11817
C -1.02672 -3.34391 -2.73970
O 2.69800 -0.41136 -0.00337
C -0.81660 5.34770 -6.19048
H 0.63341 1.13881 3.18622
Cl -2.65987 0.75315 0.58973
H 0.42616 -2.97531 5.65413
C 1.34564 4.42604 -4.51777
H 1.38734 -1.46088 -3.03564
H 3.82324 -3.78465 -1.16792
N -0.13481 0.03734 4.81199
C -0.88622 -5.60549 1.95273
H -1.19646 3.67304 0.53658
H -1.51325 6.49361 2.26398
C -0.44348 -5.26226 -4.26988
H -1.52784 -2.87238 -4.79047
H -0.54720 6.94748 0.83941
Cl -0.85853 2.27716 -5.63521
H -0.06673 5.18280 -6.98073
H 1.26683 -5.42396 1.75034
O -0.18962 -1.77338 -1.20201
H 0.61309 5.69450 3.48485
H -3.14548 -4.09794 -0.12504
H -0.88077 -1.49044 -3.84117
C -1.03002 -3.81984 -0.19388
H -1.74363 3.76906 -2.56431
H -2.53525 -2.06865 -3.55983
H 2.30012 -3.99453 -2.07973
O 0.58504 2.90456 1.27892
H 1.61112 4.45966 2.63440
C 2.41694 -1.18043 -2.76029
C -1.78656 4.48532 -3.40522
H 1.12531 -3.77974 -0.13050
H -1.07544 -1.31865 6.11483
C -0.14375 0.38013 3.36585
H 3.17966 -2.37884 0.34484
H -1.80052 5.21412 -6.65104
H -1.88429 -1.40021 2.52052
C -1.51062 -2.39652 -3.80147
H 1.60286 -2.29829 2.28997
H 2.42557 -0.11010 -2.51927
H 2.23631 -0.65594 2.66826
H 1.52811 5.40143 -4.03669
H -1.82888 5.71603 0.69018
C -0.52490 -4.57177 -2.94978
C -1.10080 -2.75999 -1.32926
H 3.07082 -1.39576 -3.62042
C -2.19785 -4.38109 0.33302
C 1.19631 -0.54002 5.12427
H -0.18436 -5.16463 -2.10077
H -0.74135 6.40577 -5.87272
H -1.13036 0.77238 3.07863
N -0.11556 5.04112 1.63947
C 0.21650 -4.21211 0.30098
Ba 0.15769 0.64434 -0.21341
H -0.70027 -2.71905 2.19458
```

largest force on an atom = 0.040 Eh/bohr
E_LUMO = 2.061 eV
HOMO energy = -4.723 eV
spin multiplicity = 1
HOMO-LUMO gap = 6.78 eV
charge = -1